{
  "formula": "C9H9N3O2",
  "method": "ωB97M-V with the def2-TZVPD basis set",
  "species": ["O", "C", "C", "C", "N", "C", "O", "N", "H", "H", "H", "H", "C", "C", "C", "N", "C", "C", "H", "H", "H", "H", "H"],
  "coordinates": [[3.9858, -0.5494, 0.4408], [2.8951, -0.8526, 0.8151], [2.1595, -0.0042, 1.7702], [0.9323, -0.3091, 2.1077], [0.2644, -1.4446, 1.5674], [1.0105, -2.5685, 0.9648], [0.5241, -3.6126, 0.5600], [2.3131, -2.1582, 0.6000], [2.6230, 0.9255, 2.1113], [0.3211, 0.3486, 2.8338], [-0.6422, -1.7234, 1.6089], [3.0685, -2.7751, 0.2143], [-1.5621, 0.1646, -1.7903], [-2.1581, 0.4959, -0.5460], [-2.4168, 1.8621, -0.2116], [-1.8281, 2.8009, -0.7840], [-1.3487, 2.5601, -2.0413], [-1.2115, 1.2878, -2.5528], [-1.0670, -0.9077, -1.9345], [-2.6542, -0.3080, 0.1803], [-2.9764, 2.0375, 0.7312], [-1.3133, 3.3687, -2.9916], [-0.9191, 1.3618, -3.6537]],
  "relative_energy_kj_mol": 338.1,
  "multiplicity": 1,
  "smiles": "O=c1cc[nH]c(=O)[nH]1.c1ccncc1",
  "homo_lumo_gap_ev": 10.0,
  "fmax_ha_per_bohr": 0.113,
  "total_charge": 0,
  "homo_energy_ev": -9.610
}